1.
{
  "formula": "C5H5N",
  "method": "ωB97M-V/def2-TZVPD",
  "e_homo_ev": -9.670,
  "smiles": "C#CC(N)C#C",
  "total_charge": 0,
  "largest_force_ha_per_bohr": 0.1457,
  "symbols": ["C", "C", "C", "C", "C", "H", "H", "H", "H", "H", "N"],
  "xyz": [[0.014791, 0.370506, 0.317510], [1.273280, -0.237045, -0.052665], [2.113670, -1.196369, -0.152284], [-1.130981, -0.519878, 0.011755], [-2.066116, -1.227297, -0.127423], [-1.016271, 2.083030, -0.029793], [0.626270, 2.268201, -0.220409], [0.057078, 0.465506, 1.443814], [3.062434, -1.680100, -0.314293], [-2.798668, -1.996084, -0.514250], [-0.135482, 1.669533, -0.361959]],
  "atomic_forces_ev_per_a": [[-0.5341, 0.9573, 0.8077], [4.3467, -6.0881, -0.4362], [-3.0890, 5.1978, 0.2014], [1.8853, 1.6062, 0.5796], [-2.7083, -2.8882, -1.5500], [0.7375, 0.0665, -0.3213], [1.1574, 0.8945, 0.4604], [-0.1530, -0.0181, -0.8624], [-0.4799, -0.0810, 0.0643], [1.1988, 1.5858, 1.0207], [-2.3613, -1.2328, 0.0358]],
  "lowdin_charge": [-0.46, -0.09, 0.14, -0.11, 0.10, 0.09, 0.05, 0.16, 0.02, 0.07, 0.04]
}



2.
{
  "formula": "C5H5N",
  "method": "ωB97M-V/def2-TZVPD",
  "e_homo_ev": -10.365,
  "smiles": "C#CCCC#N",
  "total_charge": 0,
  "largest_force_ha_per_bohr": 0.0860,
  "symbols": ["C", "C", "C", "C", "C", "N", "H", "H", "H", "H", "H"],
  "xyz": [[-0.474356, -0.284800, 2.208732], [-0.633402, -0.378430, 1.038934], [1.927235, -0.327275, 0.221200], [1.037410, 0.132587, -0.740762], [-0.403646, -0.262098, -0.425686], [2.784315, -0.752942, 0.852323], [-0.185491, -0.105975, 3.228678], [1.159624, 1.306109, -0.929821], [1.354009, -0.368436, -1.749232], [-0.811169, -1.242860, -0.864879], [-1.084240, 0.419270, -0.979863]],
  "atomic_forces_ev_per_a": [[0.4492, 0.2796, 1.9708], [0.1240, 0.9933, -2.3766], [2.4172, -0.7408, 1.1313], [-0.8816, 1.7020, -3.9873], [-2.5022, -1.3719, -0.4887], [-0.0141, -0.0185, 0.4191], [-0.4244, -0.3234, -0.2878], [-0.3496, -2.5387, 0.6535], [-0.5473, 0.9893, 1.6722], [1.4543, 0.9620, 0.3497], [0.2746, 0.0670, 0.9438]],
  "lowdin_charge": [0.11, -0.16, -0.31, -0.21, -0.23, 0.17, 0.05, 0.17, 0.16, 0.14, 0.11]
}



3.
{
  "formula": "C5H5N",
  "method": "ωB97M-V/def2-TZVPD",
  "e_homo_ev": -8.780,
  "total_charge": 0,
  "largest_force_ha_per_bohr": 0.0947,
  "symbols": ["C", "C", "C", "C", "C", "N", "H", "H", "H", "H", "H"],
  "xyz": [[1.086593, -0.817110, 0.026115], [-1.227575, 0.135710, -0.550720], [1.142219, -0.017751, 1.102528], [-1.136613, 0.931468, 0.543054], [0.198747, 0.046451, -0.766445], [0.354085, 1.027056, 0.508635], [1.584396, -1.748853, -0.288955], [-1.900738, -0.458756, -1.047855], [1.577407, -0.123709, 2.102940], [-1.874169, 1.388621, 1.143121], [0.439119, 0.668903, -2.104920]],
  "atomic_forces_ev_per_a": [[1.6115, -1.8892, -0.3199], [0.2396, 0.8541, 2.5057], [-0.4837, -1.0274, -0.7494], [0.9716, -1.7445, -2.1244], [1.8628, 3.9643, -2.1305], [-1.1113, 1.0511, -1.3522], [-0.3154, 0.5544, 0.4441], [-2.0400, -0.6283, -1.0103], [-0.4217, 0.3952, -0.4544], [-0.2396, 0.5015, 0.9876], [-0.0739, -2.0313, 4.2037]],
  "lowdin_charge": [-0.09, -0.09, -0.09, -0.04, -0.26, -0.02, 0.10, 0.07, 0.11, 0.08, 0.24]
}



4.
{
  "formula": "C5H5N",
  "method": "ωB97M-V/def2-TZVPD",
  "e_homo_ev": -8.947,
  "total_charge": 0,
  "largest_force_ha_per_bohr": 0.1180,
  "symbols": ["C", "C", "C", "C", "C", "N", "H", "H", "H", "H", "H"],
  "xyz": [[-2.004592, 0.682680, 0.229680], [-0.398225, 0.921289, -0.144671], [-1.851793, -0.544130, -0.221494], [0.155962, -0.368091, -0.159673], [1.601620, -0.651825, 0.033465], [-0.901671, -1.322046, -0.171093], [-2.700727, 1.546710, 0.052178], [0.134215, 1.758632, 0.059869], [1.607859, -1.480035, 0.664488], [2.119916, 0.316763, 0.520743], [2.237431, -0.859952, -0.863494]],
  "atomic_forces_ev_per_a": [[1.3471, 4.0973, -1.6933], [-3.5512, -4.6652, 1.5627], [0.1595, -0.4987, 0.3367], [-1.1004, 1.4766, -0.6838], [1.3217, 2.6461, -0.9015], [1.6001, -0.7888, -0.2735], [0.6326, -1.4596, 0.3719], [1.0365, 2.8286, 0.2783], [0.7248, -1.3382, 1.3366], [-1.3081, -2.2973, -0.8097], [-0.8628, -0.0006, 0.4757]],
  "lowdin_charge": [0.00, 0.01, -0.12, -0.36, -0.05, 0.12, 0.10, 0.05, 0.05, 0.13, 0.08]
}



5.
{
  "formula": "C5H5N",
  "method": "ωB97M-V/def2-TZVPD",
  "e_homo_ev": -10.130,
  "smiles": "C=C/C=C/C#N",
  "total_charge": 0,
  "largest_force_ha_per_bohr": 0.1000,
  "symbols": ["C", "C", "C", "C", "C", "N", "H", "H", "H", "H", "H"],
  "xyz": [[-2.661209, -0.046553, 0.028279], [2.100834, -0.465263, 0.372231], [-1.439252, 0.588974, 0.304585], [-0.289546, 0.142224, -0.395051], [1.327840, 0.253158, -0.385554], [-3.698666, -0.435318, -0.267425], [1.691898, -1.130364, 1.003994], [3.092439, -0.421979, 0.203103], [-1.346373, 1.187568, 1.243419], [-0.418336, -0.660487, -1.076868], [1.640369, 0.988035, -1.030714]],
  "atomic_forces_ev_per_a": [[-0.5822, 0.4720, -0.4199], [-1.3445, 1.1191, -1.4368], [5.0714, -0.8368, -0.1145], [-0.0659, 0.4327, 2.0636], [-4.7813, 0.6825, 1.4776], [-0.3881, -0.4316, 0.0338], [-1.0804, -2.3022, 2.3215], [3.3134, 0.0880, -0.1379], [-0.1989, -0.2192, -1.2025], [-0.9803, -0.4206, -0.9452], [1.0368, 1.4160, -1.6397]],
  "lowdin_charge": [-0.28, 0.02, -0.10, 0.00, -0.11, 0.15, 0.04, 0.03, 0.12, 0.08, 0.06]
}



6.
{
  "formula": "C5H5N",
  "method": "ωB97M-V/def2-TZVPD",
  "e_homo_ev": -9.611,
  "smiles": "c1ccncc1",
  "total_charge": 0,
  "largest_force_ha_per_bohr": 0.0372,
  "symbols": ["C", "C", "C", "N", "C", "C", "H", "H", "H", "H", "H"],
  "xyz": [[-0.226521, 1.226524, 0.022118], [-1.260432, 0.295059, 0.037334], [-0.943097, -1.062191, -0.017556], [0.288677, -1.565021, 0.048976], [1.264434, -0.674149, 0.141968], [1.066175, 0.695415, 0.060757], [-0.442004, 2.300918, -0.035897], [-2.303284, 0.601299, 0.027398], [-1.726616, -1.804968, -0.117609], [2.285172, -1.054747, 0.216977], [1.997498, 1.041856, -0.384468]],
  "atomic_forces_ev_per_a": [[0.2917, -0.1706, 0.0027], [0.0724, 0.0001, 0.0500], [-0.2068, -0.1375, 0.1537], [-0.2541, -0.0182, 0.4295], [-0.3568, -0.3911, -0.0530], [0.6031, -0.4938, -1.2622], [0.2464, -0.5129, -0.0748], [0.1910, -0.0342, -0.0083], [-0.1196, 0.0967, 0.0023], [-0.2527, -0.0051, -0.1550], [-0.2146, 1.6666, 0.9151]],
  "lowdin_charge": [-0.07, -0.08, -0.16, 0.06, -0.18, -0.09, 0.11, 0.10, 0.10, 0.11, 0.10]
}



7.
{
  "formula": "C5H5N",
  "method": "ωB97M-V/def2-TZVPD",
  "e_homo_ev": -9.649,
  "smiles": "C=CC(=C)C#N",
  "total_charge": 0,
  "largest_force_ha_per_bohr": 0.0918,
  "symbols": ["C", "C", "C", "C", "C", "N", "H", "H", "H", "H", "H"],
  "xyz": [[1.528626, 0.246318, 0.029639], [-0.991550, 1.714095, -0.008689], [0.407478, -1.831267, -0.034768], [-0.987054, 0.336163, -0.003405], [0.320654, -0.498012, 0.093793], [2.609744, 0.628739, -0.087489], [-0.145452, 2.340651, 0.185887], [-1.842151, 2.251382, -0.061305], [-0.449154, -2.554430, -0.240444], [1.335992, -2.266631, 0.097841], [-1.787132, -0.367008, 0.028935]],
  "atomic_forces_ev_per_a": [[1.5548, -0.2911, 0.2978], [1.7025, -4.3674, 0.5537], [-2.6370, 0.1159, -0.0466], [2.8668, 1.2383, 0.4710], [-2.4198, 0.9734, -0.9389], [-0.4880, 0.3518, 0.1019], [0.8478, -0.2528, -0.2879], [-3.0369, 1.3730, -0.2389], [1.0003, 1.4271, 0.5427], [1.7625, -0.8999, -0.0854], [-1.1531, 0.3317, -0.3693]],
  "lowdin_charge": [-0.23, 0.05, 0.09, -0.08, -0.30, 0.17, 0.06, 0.01, 0.10, 0.05, 0.08]
}



8.
{
  "formula": "C5H5N",
  "method": "ωB97M-V/def2-TZVPD",
  "e_homo_ev": -8.603,
  "total_charge": 0,
  "largest_force_ha_per_bohr": 0.0320,
  "symbols": ["C", "C", "C", "C", "C", "N", "H", "H", "H", "H", "H"],
  "xyz": [[1.607067, 0.974544, 0.294958], [2.146865, -0.199613, 0.296678], [-1.396048, -0.916259, -0.756499], [-1.065305, 0.877071, 0.215144], [-1.816469, 0.365063, -0.966682], [-1.393290, -0.484987, 0.524186], [1.669081, -1.157559, 0.122721], [3.211192, -0.255498, 0.471712], [-1.510088, -1.906883, -1.135321], [0.045010, 1.056713, 0.082001], [-1.498013, 1.647408, 0.851101]],
  "atomic_forces_ev_per_a": [[1.1159, 0.1358, 0.1950], [-0.3689, -0.3991, -0.1406], [0.1563, 0.2404, 0.5626], [0.7921, 0.3771, 0.3540], [-0.6292, 0.5947, -1.4001], [-0.1475, -1.0619, 0.7318], [-0.2869, 0.0705, 0.0552], [0.3366, 0.2552, 0.0259], [0.0923, -0.3535, -0.1789], [-1.1487, 0.1764, -0.2092], [0.0880, -0.0357, 0.0042]],
  "lowdin_charge": [0.09, -0.11, -0.14, -0.24, 0.04, 0.06, 0.06, 0.06, 0.10, -0.03, 0.11]
}



9.
{
  "formula": "C5H5N2",
  "method": "ωB97M-V/def2-TZVPD",
  "e_homo_ev": -14.733,
  "total_charge": 1,
  "largest_force_ha_per_bohr": 0.1112,
  "symbols": ["C", "C", "C", "C", "C", "N", "N", "H", "H", "H", "H", "H"],
  "xyz": [[3.054172, -1.036926, -0.047624], [2.057373, -0.188653, 0.104720], [-0.965851, 1.890939, -0.107276], [-3.079126, -1.276390, 0.303493], [1.073947, 0.597576, 0.018647], [0.029176, 1.206874, 0.019084], [-2.437454, -0.348432, 0.115388], [4.025868, -0.942328, -0.440455], [-1.471569, 1.814010, -1.199257], [-1.411565, 2.371907, 0.689734], [2.912661, -1.979315, 0.339875], [-3.787629, -2.109265, 0.203672]],
  "atomic_forces_ev_per_a": [[-1.3193, 1.5241, 0.3589], [1.2838, -0.3841, -0.8127], [-2.8948, -0.3958, -4.9178], [-0.9789, -0.6396, -0.9358], [0.2019, -0.5891, 0.4008], [2.5467, -0.5210, 0.4360], [0.0251, -0.1493, 0.4383], [0.9860, 1.0576, -0.5479], [0.8839, 0.5184, 2.7768], [-0.8053, 1.2993, 1.5204], [-0.6449, -2.3120, 0.7477], [0.7156, 0.5915, 0.5352]],
  "lowdin_charge": [0.17, 0.05, 0.09, -0.01, 0.02, 0.08, 0.07, 0.09, 0.18, 0.09, 0.07, 0.09]
}



10.
{
  "formula": "C5H5N2",
  "method": "ωB97M-V/def2-TZVPD",
  "e_homo_ev": [-12.815, -12.814],
  "smiles": "C#[N+]/C=C\\C=C=N",
  "total_charge": 1,
  "largest_force_ha_per_bohr": 0.1181,
  "symbols": ["C", "C", "C", "C", "C", "N", "N", "H", "H", "H", "H", "H"],
  "xyz": [[0.097655, -1.352521, -0.040733], [-1.080532, -0.794568, 0.386654], [1.292729, -0.685206, -0.408656], [2.102477, 1.364911, 0.488894], [-1.678066, 0.355761, -0.002063], [1.697168, 0.509542, -0.185634], [-2.073950, 1.464296, -0.151804], [0.329965, -2.392866, -0.142290], [-1.842089, -1.331486, 0.896336], [1.936789, -1.281856, -1.105499], [2.136157, 2.313317, 0.811687], [-2.918305, 1.830676, -0.546890]],
  "atomic_forces_ev_per_a": [[3.1110, 1.6485, -0.9869], [-1.5814, 0.5351, -0.0561], [-1.5098, -5.1566, -2.8277], [-0.9285, -2.5440, -1.8294], [1.4441, 1.1831, 0.2654], [0.7733, 2.8952, 2.6981], [-0.2232, -1.0034, 0.5096], [-0.8873, -0.7041, 0.2500], [-0.2759, -1.0608, 0.6610], [-0.3301, 0.6443, 0.9573], [0.5725, 3.2018, 0.9692], [-0.1646, 0.3609, -0.6107]],
  "lowdin_charge": [-0.01, -0.07, -0.13, 0.32, -0.07, 0.08, 0.27, 0.12, 0.12, 0.16, 0.08, 0.12]
}



11.
{
  "formula": "C5H5N3",
  "method": "ωB97M-V/def2-TZVPD",
  "e_homo_ev": -9.081,
  "smiles": "[H]/N=C\\N=C1\\C=CC=N1",
  "total_charge": 0,
  "largest_force_ha_per_bohr": 0.2279,
  "symbols": ["C", "C", "C", "C", "C", "H", "H", "H", "H", "H", "N", "N", "N"],
  "xyz": [[-0.780587, 1.485863, -1.799703], [0.151391, -0.149984, -0.226461], [1.418876, -0.750419, 0.204590], [1.189587, -1.368673, 1.238494], [-0.039374, -0.719161, 1.767091], [-2.427774, 0.841856, -0.455359], [-0.665912, 2.103920, -2.752560], [2.323954, -0.724909, -0.628920], [1.866109, -1.834268, 1.905582], [-0.553241, -0.646450, 2.676030], [-2.086562, 1.204667, -1.504732], [0.311127, 0.760309, -1.202543], [-0.707593, -0.202749, 0.778491]],
  "atomic_forces_ev_per_a": [[-5.0910, -2.7559, 1.7019], [3.2119, 4.8237, -4.0180], [4.0671, 1.9893, -10.8119], [-0.2499, -2.0483, 8.8446], [-1.5313, -1.0423, -2.7266], [2.3196, 0.5026, -3.5821], [0.5122, -1.0851, 1.5394], [-2.3706, -0.2565, 2.7251], [0.5839, -0.7713, 0.2863], [0.0632, -0.4686, 1.7337], [2.3608, 1.7989, 1.4774], [-1.2212, -1.3063, 0.5511], [-2.6549, 0.6200, 2.2792]],
  "lowdin_charge": [-0.25, -0.39, -0.08, -0.08, -0.03, 0.10, 0.10, 0.19, 0.10, 0.10, 0.02, 0.12, 0.09]
}



12.
{
  "formula": "C5H5N3",
  "method": "ωB97M-V/def2-TZVPD",
  "e_homo_ev": -9.132,
  "smiles": "N=c1nccccn1",
  "total_charge": 0,
  "largest_force_ha_per_bohr": 0.0913,
  "symbols": ["C", "C", "C", "C", "C", "H", "H", "H", "H", "H", "N", "N", "N"],
  "xyz": [[1.160404, -0.921019, -0.257835], [-0.608064, -0.499185, 1.302636], [-1.136921, 0.770648, 0.763154], [-0.929657, 1.296687, -0.496016], [-0.009375, 0.669720, -1.452129], [2.274349, -2.156070, 0.374013], [-1.006825, -0.859336, 2.173696], [-1.917245, 1.149561, 1.399498], [-1.477849, 2.306867, -0.511957], [0.078198, 1.200586, -2.395964], [2.263485, -1.638313, -0.455146], [0.362044, -1.224831, 0.871084], [0.947456, -0.095315, -1.315034]],
  "atomic_forces_ev_per_a": [[3.6840, -2.8929, -0.2845], [2.1120, 0.7412, -2.8849], [0.0367, -0.7746, -1.5871], [-1.3436, 0.0465, 3.8350], [-1.1206, 4.1801, -1.1957], [0.6480, -1.7283, 1.6464], [-1.3791, -0.7135, 2.1726], [0.0151, 0.7341, 0.1312], [1.0905, -1.6452, -1.3495], [-0.7088, 0.1065, -0.3615], [-2.7053, 2.5490, 0.1748], [-0.5245, 0.6739, 0.0259], [0.1957, -1.2769, -0.3226]],
  "lowdin_charge": [-0.46, -0.11, -0.05, -0.02, -0.16, 0.00, 0.08, 0.09, 0.13, 0.11, 0.15, 0.12, 0.11]
}